No. 1
Entry from the Open Molecules 2025 dataset: a structure of composition C22H28BaN6O7S2 in a non-equilibrium geometry (ωB97M-V/def2-TZVPD).

Geometry (Å):
Ba: -0.151 -0.271 0.433
O: -0.180 -4.161 2.745
S: -1.119 -3.125 3.074
O: -0.935 -2.485 4.359
N: -1.195 -2.009 1.906
C: -2.420 -1.939 1.338
O: -2.696 -1.144 0.424
C: -3.392 -2.920 1.920
C: -4.715 -3.114 1.576
C: -5.426 -4.090 2.262
C: -4.822 -4.848 3.264
C: -3.490 -4.650 3.608
C: -2.801 -3.677 2.916
H: -5.167 -2.515 0.796
H: -6.466 -4.268 2.018
H: -5.401 -5.603 3.781
H: -3.012 -5.232 4.385
C: 4.938 3.408 0.737
C: 3.809 3.131 -0.249
C: 2.755 4.241 -0.148
C: 4.364 3.066 -1.667
N: 3.281 1.807 0.122
N: 2.157 1.357 -0.627
H: 5.422 4.358 0.507
H: 5.682 2.610 0.685
H: 4.555 3.459 1.760
H: 3.215 5.214 -0.333
H: 2.309 4.257 0.850
H: 1.954 4.120 -0.881
H: 4.851 4.006 -1.929
H: 3.571 2.888 -2.398
H: 5.095 2.258 -1.741
H: 3.032 1.793 1.104
H: 2.498 0.873 -1.449
H: 1.563 2.120 -0.946
S: 2.183 0.036 2.804
C: 2.641 -0.934 4.135
N: 3.938 -0.974 4.496
C: 4.466 -1.760 5.605
C: 3.583 -2.976 5.811
C: 2.148 -2.516 5.958
N: 1.785 -1.658 4.839
H: 4.551 -0.396 3.947
H: 4.500 -1.160 6.519
H: 5.485 -2.056 5.363
H: 3.897 -3.524 6.698
H: 3.666 -3.639 4.947
H: 2.017 -1.979 6.900
H: 1.464 -3.363 5.958
H: 0.808 -1.642 4.571
O: -1.001 1.816 -0.689
C: -1.018 1.231 -1.813
O: -0.503 0.089 -2.022
C: -1.678 1.938 -2.967
C: -1.846 1.280 -4.179
C: -2.446 1.928 -5.243
C: -2.862 3.237 -5.077
C: -2.704 3.910 -3.879
C: -2.111 3.248 -2.819
N: -3.495 3.941 -6.216
O: -3.860 5.086 -6.038
O: -3.694 3.307 -7.233
H: -1.498 0.260 -4.270
H: -2.595 1.443 -6.197
H: -3.046 4.930 -3.795
H: -1.980 3.736 -1.862

Values from the calculation:
net charge: 0
E_LUMO: -0.358 eV



No. 2
Entry from the Open Molecules 2025 dataset: a structure of composition C22H28BeN4OP (ωB97M-V/def2-TZVPD).

Geometry (Å):
Be: 0.358 0.195 -0.049
C: -4.225 -2.623 1.401
C: -3.966 -2.652 0.035
C: -3.066 -1.761 -0.530
C: -2.407 -0.824 0.263
C: -2.712 -0.766 1.622
C: -3.603 -1.670 2.192
N: -1.444 0.068 -0.286
C: -1.871 1.121 -0.981
C: -3.223 1.438 -1.321
C: -3.488 2.568 -2.030
C: -2.467 3.473 -2.456
C: -1.173 3.221 -2.145
C: -0.863 2.051 -1.405
N: 0.365 1.698 -0.966
N: 1.387 2.392 -1.266
C: 2.546 1.893 -0.659
C: 3.776 2.465 -0.975
C: 4.899 1.999 -0.327
C: 4.772 0.981 0.618
C: 3.514 0.464 0.852
N: 2.419 0.901 0.221
H: -4.923 -3.323 1.839
H: -4.473 -3.372 -0.595
H: -2.884 -1.765 -1.597
H: -2.300 0.034 2.232
H: -3.827 -1.610 3.249
H: -4.020 0.775 -1.014
H: -4.517 2.798 -2.280
H: -2.738 4.358 -3.015
H: -0.371 3.884 -2.436
H: 3.811 3.262 -1.704
H: 5.870 2.425 -0.542
H: 5.626 0.606 1.162
H: 3.366 -0.325 1.581
C: 0.121 -2.570 -2.167
P: 1.178 -1.647 -1.014
C: 1.533 -2.889 0.274
C: 2.733 -1.523 -1.950
H: 0.672 -3.420 -2.571
H: -0.197 -1.926 -2.987
H: -0.760 -2.931 -1.643
H: 2.006 -3.766 -0.169
H: 0.600 -3.193 0.752
H: 2.192 -2.476 1.036
H: 3.030 -2.516 -2.286
H: 3.526 -1.102 -1.334
H: 2.594 -0.880 -2.819
C: 0.358 0.663 4.028
C: 0.413 1.152 2.602
O: 0.320 0.025 1.680
H: 0.468 1.508 4.707
H: 1.161 -0.047 4.227
H: -0.597 0.183 4.249
H: 1.353 1.640 2.373
H: -0.403 1.842 2.378
H: -0.448 -0.504 1.943

Values from the calculation:
net charge: +1
E_LUMO (spin up / spin down): -3.980 / -3.977 eV



No. 3
Entry from the Open Molecules 2025 dataset: a structure of composition C22H28BrCrN in a non-equilibrium geometry (ωB97M-V/def2-TZVPD).

Geometry (Å):
C: -2.267 -0.454 -2.587
C: -2.127 -1.047 -1.303
C: -1.954 -0.006 -0.360
H: -2.348 -2.087 -1.061
C: -1.908 1.241 -1.037
C: -2.211 0.998 -2.410
H: -2.508 1.756 -3.135
H: -2.573 -0.982 -3.488
H: -2.058 -0.119 0.714
H: -1.863 2.218 -0.556
Cr: -0.151 0.293 -2.681
Br: 1.854 0.901 -1.326
C: 1.605 0.661 -4.055
C: 0.442 1.434 -4.386
C: -0.598 0.517 -4.742
H: 0.398 2.522 -4.436
C: -0.108 -0.824 -4.523
C: 1.240 -0.720 -4.072
H: 1.907 -1.553 -3.852
H: 2.612 1.046 -3.936
H: -1.578 0.788 -5.142
H: -0.641 -1.759 -4.699
C: 0.353 0.409 5.440
C: 0.278 0.827 4.001
C: 0.061 2.174 3.673
C: 0.056 2.590 2.330
C: -0.129 4.040 1.979
C: 0.244 1.636 1.353
C: 0.342 0.223 1.618
C: 0.450 -0.118 3.001
N: 0.271 -0.639 0.595
C: 0.708 -2.047 0.643
C: 2.111 -2.152 1.209
C: -0.305 -2.887 1.403
C: 0.793 -2.617 -0.769
H: 1.217 0.866 5.939
H: -0.543 0.718 5.991
H: 0.452 -0.678 5.523
H: -0.076 2.906 4.472
H: -1.050 4.445 2.414
H: 0.698 4.659 2.350
H: -0.185 4.173 0.895
H: 0.322 1.973 0.316
H: 0.606 -1.163 3.270
H: 2.176 -1.786 2.235
H: 2.415 -3.204 1.189
H: 2.788 -1.559 0.585
H: -1.287 -2.821 0.921
H: 0.025 -3.932 1.408
H: -0.421 -2.552 2.435
H: -0.180 -2.623 -1.271
H: 1.491 -2.035 -1.382
H: 1.157 -3.650 -0.691

Values from the calculation:
spin multiplicity: 4
net charge: -1
E_LUMO (spin up / spin down): 2.268 / 2.245 eV



No. 4
Entry from the Open Molecules 2025 dataset: a structure of composition C22H28Cl2N5O2Re in a non-equilibrium geometry (ωB97M-V/def2-TZVPD).

Geometry (Å):
Re: -0.132 0.084 0.022
N: -1.393 -0.130 -4.124
C: -0.916 0.298 -2.985
N: -0.768 -0.490 -1.922
C: -1.106 -1.855 -2.033
N: -0.928 -2.611 -0.996
N: -0.374 -1.937 0.051
C: -0.047 -2.644 1.101
C: 0.595 -1.900 2.143
C: 1.071 -2.437 3.329
C: 1.729 -1.606 4.229
C: 1.900 -0.270 3.903
C: 1.406 0.209 2.698
N: 0.748 -0.578 1.839
C: -1.629 -2.361 -3.272
C: -1.991 -3.699 -3.458
C: -2.491 -4.105 -4.677
C: -2.622 -3.198 -5.732
C: -2.263 -1.873 -5.570
C: -1.772 -1.456 -4.342
H: -1.485 0.530 -4.889
H: -0.630 1.341 -2.916
H: -0.225 -3.712 1.126
H: 0.927 -3.489 3.537
H: 2.107 -1.995 5.165
H: 2.419 0.407 4.568
H: 1.544 1.241 2.410
H: -1.873 -4.402 -2.646
H: -2.786 -5.135 -4.822
H: -3.002 -3.532 -6.687
H: -2.363 -1.171 -6.390
C: -0.960 3.183 2.006
C: -0.160 3.184 0.695
C: 1.189 3.877 0.869
O: -0.019 1.846 0.232
H: -1.204 4.210 2.268
H: -0.369 2.749 2.813
H: -1.882 2.617 1.891
H: -0.747 3.723 -0.058
H: 1.764 3.415 1.673
H: 1.020 4.919 1.130
H: 1.774 3.830 -0.045
C: -3.905 -1.383 0.628
C: -4.447 -0.372 -0.405
C: -3.550 0.865 -0.237
O: -2.513 0.510 0.710
C: -3.097 -0.499 1.566
H: -3.259 -2.123 0.153
H: -4.700 -1.906 1.154
H: -5.481 -0.113 -0.190
H: -4.408 -0.775 -1.416
H: -4.106 1.704 0.187
H: -3.077 1.204 -1.160
H: -3.750 0.007 2.283
H: -2.304 -1.009 2.112
Cl: -0.223 3.759 -4.448
C: 1.259 3.977 -3.510
Cl: 1.608 2.523 -2.545
H: 1.134 4.817 -2.836
H: 2.089 4.144 -4.187

Values from the calculation:
spin multiplicity: 2
net charge: +3
E_LUMO (spin up / spin down): -11.622 / -11.592 eV



No. 5
Entry from the Open Molecules 2025 dataset: a structure of composition C22H28Cl4IrN2O5PS (ωB97M-V/def2-TZVPD).

Geometry (Å):
Ir: 0.961 0.057 0.154
Cl: 1.603 -0.019 6.932
C: 0.842 0.492 5.461
C: 1.625 0.787 4.359
C: 0.991 1.201 3.203
Cl: 1.949 1.492 1.772
C: -0.394 1.316 3.089
O: -0.992 1.755 1.985
C: -1.142 0.988 4.223
Cl: -2.864 1.060 4.130
C: -0.539 0.588 5.402
H: 2.700 0.688 4.395
H: -1.146 0.348 6.263
C: -2.769 -5.016 0.918
C: -3.178 -3.582 1.221
N: -2.083 -2.783 1.785
C: -2.051 -2.612 3.238
C: -1.279 -3.701 3.970
C: -1.136 -2.281 0.978
S: 0.230 -1.528 1.714
N: -1.347 -2.467 -0.330
C: -0.605 -2.021 -1.321
O: 0.307 -1.134 -1.328
C: -0.893 -2.621 -2.660
C: -1.779 -3.689 -2.778
C: -2.045 -4.240 -4.022
C: -1.435 -3.721 -5.157
C: -0.555 -2.653 -5.044
C: -0.279 -2.108 -3.799
H: -3.609 -5.558 0.480
H: -2.463 -5.542 1.822
H: -1.939 -5.034 0.213
H: -3.986 -3.562 1.952
H: -3.532 -3.089 0.318
H: -3.087 -2.586 3.576
H: -1.614 -1.638 3.452
H: -1.742 -4.679 3.838
H: -1.256 -3.480 5.038
H: -0.251 -3.751 3.612
H: -2.253 -4.079 -1.889
H: -2.728 -5.075 -4.107
H: -1.649 -4.147 -6.129
H: -0.079 -2.243 -5.925
H: 0.406 -1.275 -3.706
C: -3.616 -0.501 -3.399
O: -2.533 0.308 -2.886
P: -1.033 1.044 0.403
O: 2.068 1.247 -1.058
C: -1.581 0.757 -3.632
O: -1.010 2.427 -0.393
C: -0.205 3.571 -0.092
H: -4.547 -0.066 -3.044
H: -3.491 -1.506 -2.999
H: -3.574 -0.513 -4.489
H: 1.969 2.991 -2.258
H: -1.804 0.437 -4.687
H: 1.500 0.282 -2.899
H: -0.270 3.817 0.966
H: -0.604 4.394 -0.679
H: 0.831 3.381 -0.367
Cl: 1.532 1.672 -2.653
C: 2.317 1.872 -4.133
H: 2.811 0.961 -4.449
H: 2.992 2.720 -4.087

Values from the calculation:
net charge: 0
E_LUMO (spin up / spin down): -0.243 / -0.243 eV



No. 6
Entry from the Open Molecules 2025 dataset: a structure of composition C22H28ClCrF5N2O2 in a non-equilibrium geometry (ωB97M-V/def2-TZVPD).

Geometry (Å):
Cr: 0.301 0.281 0.082
Cl: 1.595 1.811 0.969
N: -0.056 -0.637 1.912
N: 0.075 1.155 -1.772
C: 0.908 -1.243 2.580
C: 0.970 1.053 -2.741
C: -1.234 -0.539 2.846
C: -0.549 -0.779 4.190
C: -2.274 -1.597 2.520
C: -1.855 0.824 2.798
H: -1.773 -2.509 2.206
H: -2.922 -1.246 1.716
H: -2.865 -1.792 3.416
H: -1.164 1.575 3.226
H: -2.847 0.881 3.299
H: -2.023 1.064 1.720
C: -0.930 2.172 -2.236
C: -0.610 2.291 -3.708
C: -0.635 3.480 -1.531
C: -2.371 1.706 -2.033
H: -2.513 0.690 -2.428
H: -3.072 2.442 -2.454
H: -2.592 1.623 -0.964
H: 0.405 3.805 -1.696
H: -0.713 3.290 -0.455
H: -1.347 4.257 -1.845
O: 0.717 1.723 -3.861
H: -0.592 3.330 -4.065
H: -1.312 1.693 -4.312
O: 0.685 -1.464 3.868
H: -1.141 -1.382 4.888
H: -0.276 0.181 4.674
C: 2.212 -1.649 1.974
C: 2.232 0.252 -2.649
C: 2.046 -0.957 -1.773
H: 2.989 0.924 -2.203
H: 2.531 -0.006 -3.675
C: 2.299 -0.832 -0.392
C: 2.049 -1.894 0.498
H: 2.777 0.086 -0.014
C: 1.630 -3.117 -0.004
C: 1.448 -3.251 -1.388
C: 1.306 -4.270 0.907
C: 1.623 -2.181 -2.273
H: 1.117 -4.215 -1.786
C: 1.283 -2.351 -3.730
H: 1.064 -3.400 -3.940
H: 2.089 -2.029 -4.390
H: 0.391 -1.770 -3.982
H: 2.103 -4.473 1.623
H: 1.131 -5.174 0.318
H: 0.391 -4.067 1.472
H: 2.567 -2.530 2.523
H: 2.898 -0.804 2.147
F: -1.706 0.111 -0.011
C: -1.036 2.320 0.880
F: -2.414 2.537 0.509
C: -0.819 3.336 1.866
F: -1.962 3.658 2.555
F: 0.119 3.148 2.861
F: -0.348 4.463 1.267

Values from the calculation:
spin multiplicity: 4
net charge: -1
E_LUMO (spin up / spin down): 2.682 / 2.674 eV



No. 7
Entry from the Open Molecules 2025 dataset: the ion C22H28ClN2OS with charge +1 (ωB97M-V/def2-TZVPD).

Geometry (Å):
C: -3.934 -1.193 -0.561
O: -3.178 -0.183 0.066
C: -3.998 0.781 0.702
C: -3.148 1.836 1.403
C: -2.425 2.805 0.459
N: -1.313 2.155 -0.216
C: -0.034 2.821 -0.078
C: 1.030 2.017 -0.842
N: 0.594 0.620 -1.038
C: 0.365 -0.163 0.217
C: 1.456 0.035 1.273
C: 2.918 -0.157 0.923
C: 3.811 0.335 1.878
C: 5.180 0.220 1.745
C: 5.709 -0.410 0.631
C: 4.851 -0.917 -0.322
C: 3.472 -0.797 -0.181
S: 2.575 -1.474 -1.589
C: 1.196 -2.326 -0.827
C: 1.079 -3.690 -1.045
C: 0.011 -4.390 -0.517
C: -0.942 -3.712 0.232
Cl: -2.286 -4.561 0.892
C: -0.826 -2.345 0.448
C: 0.237 -1.635 -0.092
C: -0.605 0.590 -1.912
C: -1.531 1.775 -1.593
H: -4.598 -0.774 -1.325
H: -4.543 -1.740 0.167
H: -3.230 -1.879 -1.028
H: -4.657 1.257 -0.039
H: -4.637 0.280 1.444
H: -3.811 2.417 2.045
H: -2.413 1.336 2.034
H: -3.138 3.220 -0.262
H: -2.042 3.637 1.054
H: 0.207 2.877 0.986
H: -0.048 3.852 -0.473
H: 1.185 2.440 -1.837
H: 1.987 2.033 -0.320
H: 1.376 0.086 -1.516
H: -0.585 0.195 0.626
H: 1.353 1.027 1.717
H: 1.223 -0.677 2.073
H: 3.406 0.823 2.753
H: 5.829 0.618 2.509
H: 6.775 -0.513 0.509
H: 5.240 -1.417 -1.196
H: 1.830 -4.200 -1.628
H: -0.080 -5.451 -0.682
H: -1.576 -1.826 1.022
H: -0.284 0.623 -2.955
H: -1.127 -0.349 -1.731
H: -2.563 1.455 -1.717
H: -1.344 2.613 -2.285

Values from the calculation:
SMILES string: COCCCN1CC[NH+]([C@@H]2Cc3ccccc3Sc3ccc(Cl)cc32)CC1
net charge: +1
E_LUMO: -2.201 eV



No. 8
Entry from the Open Molecules 2025 dataset: a cluster of 3 separate species, C22H28F16NO7P2 in total in a non-equilibrium geometry (ωB97M-V/def2-TZVPD).

Geometry (Å):
C: 5.671 -4.957 0.612
C: 4.336 -4.968 1.385
P: 3.512 -3.298 1.560
C: 4.848 -2.062 1.179
O: 2.255 -3.187 0.315
C: 1.823 -1.930 0.154
O: 1.754 -1.135 1.075
C: 1.323 -1.425 -1.190
C: 0.004 -0.979 -1.289
C: -1.000 -1.011 -0.153
C: -1.969 -2.213 -0.427
C: -1.268 -3.579 -0.294
O: -3.136 -2.115 0.351
C: -0.439 -0.497 -2.484
N: 0.340 -0.416 -3.554
C: 1.601 -0.849 -3.502
C: 2.130 -1.364 -2.356
P: 3.907 -1.928 -2.474
O: 4.027 -2.258 -4.095
O: 3.999 -3.425 -1.781
H: 6.480 -4.564 1.238
H: 5.636 -4.380 -0.312
H: 5.970 -5.985 0.371
H: 4.518 -5.319 2.404
H: 3.586 -5.616 0.914
H: 5.140 -2.089 0.127
H: 5.700 -2.294 1.823
H: 4.449 -1.085 1.469
H: -1.567 -0.076 -0.168
H: -0.526 -1.207 0.809
H: -2.243 -2.119 -1.494
H: -0.178 -3.496 -0.364
H: -1.477 -4.065 0.668
H: -1.565 -4.271 -1.088
H: -3.236 -2.958 0.806
H: -1.474 -0.158 -2.576
H: -0.016 -0.024 -4.420
H: 2.200 -0.773 -4.404
H: 3.337 -2.918 -4.281
H: 3.095 -3.783 -1.780
C: -4.442 4.365 -3.025
C: -5.470 4.289 -1.877
C: -4.960 3.850 -0.500
F: -4.427 2.609 -0.514
F: -5.989 3.824 0.372
F: -6.507 3.518 -2.269
F: -5.962 5.546 -1.720
O: -4.360 3.261 -3.937
C: -3.601 2.156 -3.645
C: -4.451 0.893 -3.465
F: -5.371 1.040 -2.509
F: -3.639 -0.142 -3.096
F: -2.795 2.385 -2.587
F: -2.779 1.950 -4.708
H: -4.777 5.188 -3.654
H: -3.456 4.664 -2.669
H: -4.210 4.551 -0.121
H: -4.964 0.632 -4.393
C: 1.918 2.001 3.883
C: 0.943 1.105 4.675
C: -0.304 0.603 3.942
F: -1.097 1.603 3.512
F: -1.053 -0.152 4.779
F: 0.601 1.731 5.819
F: 1.648 -0.003 5.037
O: 1.835 3.416 4.046
C: 0.934 4.162 3.307
C: -0.146 4.814 4.178
F: -0.822 3.898 4.893
F: -1.038 5.458 3.389
F: 0.413 3.423 2.305
F: 1.644 5.149 2.720
H: 2.905 1.758 4.276
H: 1.956 1.724 2.829
H: -0.027 -0.017 3.084
H: 0.304 5.529 4.870

Values from the calculation:
net charge: +1
E_LUMO: -4.817 eV



DFT total energy in eV, matching the order above: -68907.5814; -40963.9772; -123220.7074; -61961.2263; -109528.3224; -84873.8003; -51647.8998; -101142.4081